A cluster of 4 separate species, C2H14N2O3 in total, computed with ωB97M-V with the def2-TZVPD basis set.

```
21
Properties=species:S:1:pos:R:3
O 1.200 2.413 0.498
O 0.610 0.553 2.585
O 0.054 1.803 -2.408
N -1.236 -1.572 1.559
N 0.274 -1.091 -2.028
C -0.733 -0.999 -0.919
C -0.481 -2.014 0.309
H 0.561 -1.913 0.474
H 2.108 2.218 0.225
H -1.758 -1.218 -1.230
H -1.416 -2.355 2.251
H -0.799 -2.991 0.022
H 0.250 -0.137 -2.411
H -0.060 -0.103 2.518
H 1.185 -1.180 -1.537
H -0.329 2.621 -2.617
H -0.637 -0.046 -0.368
H 1.080 1.661 1.127
H 0.599 0.871 3.447
H 0.580 1.868 -1.555
H -2.169 -1.334 1.277
```

HOMO (alpha / beta) = -14.462 / -14.446 eV
Charge = +1
Multiplicity = 2
Energy above the lowest of the compared OMol25 structures with the same formula, charge and spin = 93.82 kJ/mol